Record 1
DFT (ωB97M-V/def2-TZVPD) results for the ion C9H15N2 with charge +1 at a distorted geometry.

Geometry as XYZ:
```
26
Properties=species:S:1:pos:R:3:mulliken_charge:R:1
C 0.10 -1.16 -0.66 0.91
C 0.90 -0.08 -0.73 0.53
C -0.71 -1.31 0.44 0.49
C 0.70 0.94 0.32 0.47
C -1.48 -1.76 1.34 -1.12
C 1.49 1.53 1.24 -1.27
C -0.66 1.12 0.72 -0.48
C -0.08 -2.28 -1.69 -1.51
C 1.86 0.19 -1.76 -1.63
N -1.19 1.34 2.05 -0.56
N -1.66 1.54 -0.35 -0.13
H -2.05 -1.24 1.97 0.43
H -1.38 -2.80 1.66 0.29
H 2.64 1.27 1.29 0.23
H 1.17 2.20 1.93 0.48
H -1.12 -2.20 -2.07 0.31
H 0.15 -3.19 -1.23 0.38
H 0.57 -2.09 -2.58 0.36
H 2.06 -0.67 -2.36 0.41
H 2.84 0.30 -1.32 0.35
H 1.67 1.08 -2.41 0.27
H -2.25 1.46 2.11 0.30
H -0.95 0.60 2.76 0.30
H -1.00 1.46 -1.11 0.45
H -1.94 2.53 -0.19 0.37
H -2.42 0.88 -0.35 0.37
```

Results
total charge: +1
frontier orbital gap (alpha / beta): 6.9 / 7.2 eV
2S+1: 1
energy relative to the best compared isomer or geometry (same formula, charge and spin): 5.652 eV

***

Record 2
DFT (ωB97M-V/def2-TZVPD) results for a structure of composition C28H27BiN3SSi at a distorted geometry.

Geometry as XYZ:
```
61
Properties=species:S:1:pos:R:3:mulliken_charge:R:1
C -2.91 -1.12 1.84 -0.47
C -2.86 -1.57 0.48 -0.92
C -1.52 -1.85 0.15 -0.49
H -3.73 -1.72 -0.16 0.45
C -0.70 -1.63 1.28 -0.89
C -1.54 -1.15 2.35 -0.30
H -1.25 -1.08 3.41 0.60
H -3.80 -0.95 2.45 0.54
H -1.15 -2.21 -0.83 0.61
H 0.35 -1.92 1.39 0.78
Bi -1.45 1.11 1.47 1.22
C 2.20 0.13 -1.86 -1.54
H 2.95 0.38 -2.64 0.54
H 1.98 1.02 -1.26 0.63
H 2.51 -0.66 -1.17 0.34
Si 0.55 -0.50 -2.87 0.16
C 0.11 0.73 -4.22 0.46
C -1.14 0.68 -4.88 -0.46
H -1.88 -0.06 -4.56 0.34
C -1.45 1.60 -5.90 -0.52
H -2.42 1.56 -6.40 0.37
C -0.52 2.60 -6.25 -0.43
H -0.77 3.34 -7.01 0.36
C 0.72 2.65 -5.60 -0.62
H 1.45 3.42 -5.84 0.37
C 1.03 1.72 -4.60 -0.01
H 1.99 1.79 -4.08 0.24
C 1.60 -1.79 -3.93 0.57
C 1.72 -1.95 -5.34 -0.22
H 1.38 -1.19 -6.04 0.33
C 2.30 -3.11 -5.89 -0.50
H 2.40 -3.21 -6.97 0.36
C 2.78 -4.14 -5.08 -0.53
H 3.06 -5.11 -5.48 0.39
C 2.96 -3.84 -3.72 -0.54
H 3.57 -4.49 -3.09 0.36
C 2.39 -2.69 -3.17 -0.47
H 2.62 -2.47 -2.12 0.02
H 4.18 1.04 -0.72 0.25
H 3.70 0.79 -0.18 -0.25
N -0.46 2.20 5.73 -0.07
C -1.68 1.69 6.16 0.71
C -2.13 1.34 7.43 -0.87
C -3.36 0.68 7.51 -0.43
C -4.08 0.35 6.35 -0.70
C -3.62 0.71 5.08 -0.60
C -2.41 1.40 4.99 0.34
N -1.62 1.69 3.87 -0.33
C -0.42 2.15 4.36 0.07
C 0.79 1.92 3.64 0.06
C 2.09 2.05 4.07 -0.53
S 3.08 0.93 3.16 -0.08
C 1.76 0.49 2.15 -0.07
N 0.63 1.14 2.48 -0.06
H 0.35 2.47 6.29 0.24
H -1.54 1.60 8.31 0.36
H -3.80 0.43 8.48 0.39
H -5.03 -0.18 6.45 0.38
H -4.13 0.48 4.14 0.39
H 2.41 2.68 4.90 0.44
H 1.77 -0.34 1.46 0.24
```

Results
total charge: +1
frontier orbital gap (alpha / beta): 5.7 / 3.6 eV
2S+1: 1
energy relative to the best compared isomer or geometry (same formula, charge and spin): 1.159 eV

***

Record 3
DFT (ωB97M-V/def2-TZVPD) results for a structure of composition C24H50BrCrN6O2Si.

Geometry as XYZ:
```
85
Properties=species:S:1:pos:R:3:lowdin_spin:R:1
Cr 1.17 0.42 1.72 2.93
N 3.04 0.61 0.62 0.00
C 4.26 1.24 1.19 0.00
C 3.97 2.70 1.49 0.00
N 2.75 2.87 2.28 0.02
C 2.97 2.85 3.72 0.00
C 2.94 1.43 4.26 0.00
N 1.68 0.77 3.83 -0.02
C 1.89 3.95 1.79 0.00
C 0.85 3.39 0.84 0.00
N 0.13 2.28 1.52 -0.01
H 3.24 -0.36 0.38 0.00
H 2.84 1.07 -0.27 0.00
H 5.09 1.17 0.50 0.00
H 4.53 0.68 2.09 0.00
H 3.84 3.22 0.54 0.00
H 4.84 3.14 1.99 0.00
H 2.18 3.42 4.21 0.00
H 3.92 3.32 4.00 0.00
H 3.02 1.46 5.34 0.00
H 3.77 0.84 3.88 0.00
H 0.90 1.27 4.24 0.00
H 1.66 -0.16 4.25 0.00
H 2.46 4.74 1.29 0.00
H 1.38 4.42 2.64 0.00
H 1.32 2.99 -0.06 0.00
H 0.16 4.18 0.54 0.00
H -0.71 2.05 0.99 0.00
H -0.20 2.62 2.42 0.00
O -0.39 -0.35 2.56 0.01
N -0.29 -1.60 2.92 0.00
N 0.83 -2.10 2.66 0.01
O 1.80 -1.38 2.10 0.03
C 1.12 -3.46 3.04 0.00
C 2.42 -3.78 3.39 0.00
C 2.70 -5.07 3.81 0.00
C 1.68 -6.01 3.88 0.00
C 0.38 -5.68 3.51 0.00
C 0.09 -4.39 3.09 0.00
H 3.20 -3.04 3.32 0.00
H 3.71 -5.33 4.10 0.00
H 1.90 -7.02 4.21 0.00
H -0.40 -6.42 3.55 0.00
H -0.91 -4.11 2.80 0.00
C -2.30 -1.60 -4.78 0.00
C -1.53 -1.68 -3.44 0.00
C -0.02 -1.84 -3.72 0.00
C -1.99 -2.93 -2.68 0.00
Si -1.95 -0.09 -2.53 0.00
Br 0.26 -0.14 -0.53 0.00
C -1.44 1.56 -3.30 0.00
C -0.22 1.39 -4.23 0.00
C -1.10 2.66 -2.29 0.00
C -2.65 2.02 -4.15 0.00
C -3.40 -0.10 -1.33 0.00
C -3.64 1.28 -0.69 0.00
C -4.64 -0.48 -2.15 0.00
C -3.21 -1.10 -0.17 0.00
H -2.08 -2.51 -5.35 0.00
H -1.99 -0.75 -5.40 0.00
H -3.38 -1.54 -4.64 0.00
H 0.14 -2.85 -4.11 0.00
H 0.57 -1.75 -2.81 0.00
H 0.35 -1.14 -4.45 0.00
H -1.77 -3.80 -3.30 0.00
H -3.06 -2.94 -2.48 0.00
H -1.45 -3.05 -1.74 0.00
H 0.65 1.02 -3.70 0.00
H 0.03 2.37 -4.64 0.00
H -0.43 0.73 -5.07 0.00
H -0.30 2.35 -1.61 0.00
H -1.96 2.97 -1.71 0.00
H -0.74 3.53 -2.85 0.00
H -2.92 1.30 -4.93 0.00
H -2.39 2.96 -4.64 0.00
H -3.54 2.20 -3.54 0.00
H -3.87 2.05 -1.43 0.00
H -2.79 1.60 -0.09 0.00
H -4.50 1.20 -0.03 0.00
H -4.83 0.21 -2.98 0.00
H -5.51 -0.45 -1.49 0.00
H -4.58 -1.49 -2.56 0.00
H -2.33 -0.86 0.43 0.00
H -3.12 -2.13 -0.51 0.00
H -4.08 -1.04 0.48 0.00
```

Results
total charge: +2
frontier orbital gap (alpha / beta): 8.0 / 8.5 eV
<S²>: 3.78
2S+1: 4

***

Record 4
DFT (ωB97M-V/def2-TZVPD) results for a cluster of 9 separate species, C38H39F20NO28P in total at a distorted geometry.

Geometry as XYZ:
```
127
Properties=species:S:1:pos:R:3:mulliken_charge:R:1
N -4.26 1.46 6.52 -0.80
C -4.05 0.22 6.02 -0.09
C -2.62 -0.05 5.36 -0.63
C -2.15 -1.59 5.29 2.00
C -1.94 -2.44 6.64 -0.98
C -2.20 -1.67 8.02 -0.43
C -3.66 -2.14 8.56 0.33
F -4.00 -3.54 8.72 -0.33
C -4.71 -1.22 8.93 0.25
F -6.00 -1.34 8.28 -0.23
F -4.59 -0.21 9.93 -0.23
O -0.73 -1.41 4.89 -0.55
P -0.30 -1.96 3.29 -0.63
C -0.10 -0.11 2.82 -0.62
C -1.03 0.40 1.62 0.65
O -1.30 -0.23 0.56 -0.47
O -1.65 1.73 1.75 -0.49
O -1.97 -2.15 2.80 0.14
C -2.68 -2.52 4.03 -1.62
C -4.19 -2.99 3.97 1.08
F -4.18 -4.42 3.68 -0.32
F -4.70 -2.94 5.34 -0.25
C -5.24 -2.22 3.10 0.38
F -6.34 -3.13 2.82 -0.30
F -5.85 -1.17 3.89 -0.26
C -4.84 -1.56 1.71 0.54
F -6.09 -1.02 1.18 -0.34
F -4.04 -0.37 1.86 -0.16
C -4.32 -2.54 0.55 0.69
F -5.51 -3.04 -0.12 -0.33
F -3.60 -3.67 0.96 -0.18
F -3.58 -1.87 -0.47 -0.22
H -3.38 2.00 6.36 0.31
H -4.90 -0.52 6.15 0.40
H -1.75 0.55 5.83 0.64
H -2.68 0.31 4.25 -0.50
H -2.59 -3.41 6.65 0.33
H -0.85 -2.84 6.68 0.27
H -2.07 -0.53 7.99 0.30
H -1.45 -2.06 8.81 0.41
H 0.20 -2.33 1.98 0.09
H 1.07 -1.81 3.79 -0.02
H -0.07 -3.36 3.64 0.08
H -0.18 0.54 3.77 0.19
H 1.00 0.04 2.45 0.36
H -2.50 1.63 2.25 0.33
H -2.12 -3.51 4.29 0.26
C 1.35 1.57 -2.35 -0.36
C 2.04 2.20 -1.19 0.48
O 2.76 1.13 -0.62 -0.28
C 3.03 0.28 -1.65 0.36
O 3.86 -0.60 -1.60 -0.60
O 2.27 0.56 -2.75 -0.15
F 1.15 2.66 -0.29 -0.21
H 0.40 1.10 -2.08 0.37
H 1.17 2.27 -3.17 0.28
H 2.73 3.01 -1.47 0.11
C 4.80 0.19 -4.68 0.64
C 5.67 -0.72 -5.48 0.51
O 5.60 -0.18 -6.79 -0.33
C 5.37 1.15 -6.61 0.59
O 5.51 1.98 -7.47 -0.56
O 4.97 1.43 -5.34 -0.33
F 5.18 -1.98 -5.51 -0.29
H 3.74 -0.11 -4.72 -0.46
H 5.10 0.25 -3.64 -0.07
H 6.72 -0.73 -5.15 0.24
C 7.23 -2.14 -0.11 -0.41
C 8.11 -3.05 -0.90 0.30
O 8.03 -2.51 -2.21 -0.31
C 7.80 -1.18 -2.03 0.69
O 7.95 -0.35 -2.89 -0.53
O 7.40 -0.89 -0.76 -0.22
F 7.61 -4.31 -0.93 -0.30
H 6.17 -2.43 -0.15 0.23
H 7.53 -2.08 0.94 0.29
H 9.15 -3.07 -0.57 0.28
C -5.36 -5.96 -1.55 -0.16
C -4.38 -5.38 -2.52 0.43
O -4.61 -6.13 -3.70 -0.34
C -5.92 -6.49 -3.65 0.56
O -6.54 -6.90 -4.59 -0.53
O -6.44 -6.33 -2.40 -0.34
F -3.11 -5.60 -2.11 -0.30
H -4.98 -6.85 -1.05 0.29
H -5.68 -5.24 -0.80 0.07
H -4.53 -4.31 -2.73 0.30
C 7.54 3.87 -2.12 -0.35
C 8.43 2.95 -1.35 0.68
O 8.43 3.52 -0.05 -0.34
C 7.22 4.14 0.07 0.62
O 6.75 4.49 1.11 -0.52
O 6.61 4.29 -1.14 -0.30
F 9.70 2.99 -1.83 -0.29
H 8.07 4.74 -2.52 0.26
H 7.04 3.36 -2.95 0.21
H 8.08 1.92 -1.30 0.03
C -1.23 6.31 -2.64 -0.45
C 0.24 6.04 -2.72 0.24
O 0.36 4.72 -2.23 -0.16
C -0.82 4.12 -2.55 0.64
O -1.00 2.93 -2.54 -0.47
O -1.78 5.03 -2.88 -0.30
F 0.93 6.87 -1.89 -0.31
H -1.54 6.66 -1.65 0.20
H -1.56 7.03 -3.39 0.31
H 0.66 6.10 -3.73 0.32
C -5.15 4.99 -0.26 -0.37
C -3.81 5.62 -0.06 0.25
O -3.82 6.70 -0.97 -0.25
C -5.13 7.06 -1.09 0.55
O -5.50 8.10 -1.56 -0.54
O -5.96 6.10 -0.60 -0.32
F -2.82 4.77 -0.41 -0.20
H -5.16 4.27 -1.09 0.28
H -5.51 4.49 0.64 0.30
H -3.64 5.99 0.95 0.25
C 0.56 -2.62 -5.19 -0.51
C 1.57 -2.48 -6.29 0.47
O 1.38 -1.15 -6.73 -0.33
C 0.93 -0.47 -5.64 0.71
O 0.91 0.73 -5.56 -0.53
O 0.50 -1.31 -4.66 -0.22
F 1.30 -3.32 -7.31 -0.32
H -0.43 -2.90 -5.57 0.28
H 0.86 -3.34 -4.43 0.30
H 2.60 -2.61 -5.96 0.17
```

Results
total charge: -1
frontier orbital gap: 6.9 eV
2S+1: 1
energy relative to the best compared isomer or geometry (same formula, charge and spin): 7.756 eV

***

Record 5
DFT (ωB97M-V/def2-TZVPD) results for a cluster of 10 separate species, C42H77F18N14P3 in total at a distorted geometry.

Geometry as XYZ:
```
154
Properties=species:S:1:pos:R:3:mulliken_charge:R:1
C 4.75 -26.55 -27.21 -1.26
C 4.89 -25.95 -25.80 -0.37
N 3.65 -25.52 -25.22 0.62
C 2.48 -26.24 -25.12 -0.49
C 1.56 -25.44 -24.50 -0.63
N 2.17 -24.24 -24.26 0.46
C 3.43 -24.31 -24.70 -0.86
C 1.50 -23.09 -23.72 0.02
H 4.02 -27.36 -27.13 0.44
H 5.69 -26.90 -27.61 0.37
H 4.40 -25.74 -27.85 0.23
H 5.65 -25.18 -25.90 0.08
H 5.19 -26.70 -25.07 0.54
H 2.43 -27.25 -25.50 0.50
H 0.59 -25.59 -24.05 0.54
H 4.11 -23.48 -24.83 0.78
H 0.44 -23.23 -23.51 0.41
H 1.56 -22.30 -24.47 -0.35
H 1.92 -22.70 -22.79 -0.30
C 4.69 -20.14 -19.01 -0.96
C 4.07 -21.54 -19.18 0.03
N 4.95 -22.43 -19.92 0.51
C 5.98 -23.22 -19.39 -0.48
C 6.71 -23.68 -20.42 -0.68
N 6.04 -23.36 -21.58 0.33
C 5.01 -22.56 -21.23 -0.43
C 6.46 -23.65 -22.94 -0.79
H 4.00 -19.34 -18.76 0.38
H 4.94 -19.79 -20.02 -0.02
H 5.61 -20.09 -18.43 0.42
H 3.14 -21.44 -19.74 -0.42
H 3.68 -22.00 -18.28 0.60
H 6.03 -23.27 -18.32 0.56
H 7.67 -24.16 -20.45 0.53
H 4.38 -22.05 -21.95 0.53
H 5.94 -24.55 -23.27 0.48
H 7.53 -23.77 -23.08 0.42
H 6.17 -22.82 -23.59 -0.09
C -1.82 -21.41 -30.93 -1.03
C -0.81 -22.57 -30.68 -0.41
N 0.37 -22.08 -29.98 0.23
C 1.69 -22.28 -30.25 -1.02
C 2.47 -21.87 -29.23 -0.44
N 1.57 -21.39 -28.26 0.43
C 0.33 -21.56 -28.74 -0.34
C 1.85 -20.92 -26.90 0.21
H -1.99 -20.90 -29.98 0.30
H -2.78 -21.85 -31.19 0.38
H -1.45 -20.76 -31.71 0.33
H -0.45 -22.94 -31.64 0.31
H -1.19 -23.44 -30.14 0.36
H 1.97 -22.72 -31.20 0.45
H 3.54 -21.83 -29.08 0.88
H -0.57 -21.40 -28.16 0.49
H 2.19 -19.89 -26.89 -0.06
H 2.66 -21.49 -26.45 -0.14
H 0.92 -21.08 -26.37 -0.14
C 8.13 -11.63 -21.04 -1.07
C 7.13 -12.18 -20.08 -0.54
N 6.87 -13.62 -20.38 0.13
C 7.70 -14.68 -20.11 -0.54
C 7.15 -15.80 -20.64 -0.30
N 5.90 -15.44 -21.10 0.25
C 5.77 -14.12 -20.95 -0.04
C 4.93 -16.31 -21.74 -0.62
H 8.27 -10.56 -20.97 0.37
H 7.84 -11.86 -22.07 0.33
H 9.10 -12.10 -20.88 0.35
H 6.15 -11.70 -20.07 0.34
H 7.46 -12.14 -19.04 0.35
H 8.70 -14.59 -19.72 0.40
H 7.52 -16.81 -20.66 0.49
H 4.93 -13.52 -21.27 0.42
H 5.21 -16.49 -22.78 0.31
H 3.93 -15.88 -21.74 0.14
H 4.82 -17.24 -21.17 0.13
C 1.93 -14.78 -23.57 -0.39
C 1.36 -15.06 -24.96 -0.76
N 0.24 -16.01 -24.88 0.19
C -0.93 -15.87 -24.19 -0.44
C -1.64 -17.01 -24.35 -0.58
N -0.87 -17.89 -25.06 0.28
C 0.31 -17.27 -25.32 -0.29
C -1.16 -19.25 -25.51 -0.58
H 2.34 -15.72 -23.20 -0.23
H 1.23 -14.37 -22.85 0.39
H 2.83 -14.16 -23.66 0.43
H 2.04 -15.46 -25.71 0.40
H 1.03 -14.19 -25.53 0.36
H -1.03 -14.97 -23.61 0.49
H -2.59 -17.25 -23.91 0.52
H 1.05 -17.74 -25.94 0.41
H -0.44 -19.91 -25.04 0.02
H -1.01 -19.37 -26.58 0.43
H -2.17 -19.54 -25.26 0.36
C 5.77 -16.02 -27.71 -1.23
C 5.67 -17.51 -27.54 -0.09
N 6.63 -18.00 -26.57 0.64
C 7.98 -18.16 -26.77 -0.39
C 8.51 -18.68 -25.63 -0.57
N 7.44 -18.96 -24.80 0.44
C 6.34 -18.41 -25.33 -1.19
C 7.45 -19.53 -23.48 -0.44
H 6.75 -15.66 -28.03 0.35
H 5.58 -15.57 -26.73 0.28
H 5.05 -15.55 -28.39 0.40
H 5.70 -18.11 -28.45 0.48
H 4.67 -17.68 -27.13 -0.18
H 8.35 -17.89 -27.75 0.55
H 9.48 -19.02 -25.33 0.53
H 5.36 -18.78 -25.06 0.66
H 7.02 -18.89 -22.71 0.02
H 8.48 -19.76 -23.22 0.51
H 6.92 -20.49 -23.46 0.05
C -1.07 -17.90 -20.84 -0.21
C -1.91 -18.94 -20.08 -1.01
N -2.23 -18.56 -18.68 0.23
C -3.41 -17.95 -18.26 -0.30
C -3.31 -17.90 -16.90 -0.48
N -2.08 -18.35 -16.50 0.15
C -1.44 -18.73 -17.62 -0.13
C -1.58 -18.43 -15.14 -0.71
H -1.23 -18.22 -21.87 -0.14
H -0.07 -17.84 -20.42 0.32
H -1.49 -16.89 -20.77 0.42
H -1.61 -19.98 -20.01 0.42
H -2.87 -18.95 -20.60 0.27
H -4.09 -17.62 -19.02 0.44
H -3.96 -17.46 -16.17 0.41
H -0.37 -18.87 -17.60 0.39
H -1.65 -19.48 -14.84 0.36
H -2.13 -17.84 -14.41 0.30
H -0.52 -18.19 -15.20 0.28
P 5.99 -22.31 -27.34 1.62
F 7.36 -21.43 -27.47 -0.34
F 5.39 -21.13 -26.38 -0.50
F 5.42 -21.50 -28.65 -0.50
F 4.57 -23.15 -27.19 -0.37
F 6.57 -23.45 -28.28 -0.37
F 6.56 -23.04 -26.01 -0.35
P 0.75 -23.43 -19.77 1.36
F 0.69 -24.97 -19.37 -0.37
F -0.40 -23.65 -20.89 -0.37
F -0.41 -22.94 -18.74 -0.37
F 0.96 -21.90 -20.32 -0.49
F 1.78 -23.12 -18.51 -0.38
F 2.02 -23.93 -20.70 -0.38
P 2.94 -19.52 -23.21 1.94
F 2.53 -20.62 -22.11 -0.50
F 1.63 -19.72 -24.19 -0.39
F 2.29 -18.50 -22.11 -0.37
F 3.41 -18.31 -24.19 -0.21
F 4.37 -19.28 -22.44 -0.70
F 3.59 -20.65 -24.19 -0.17
```

Results
total charge: +4
frontier orbital gap: 9.5 eV
2S+1: 1
energy relative to the best compared isomer or geometry (same formula, charge and spin): 1.935 eV

***

Record 6
DFT (ωB97M-V/def2-TZVPD) results for an isolated molecule of C6H10N2O2 at a distorted geometry.

Geometry as XYZ:
```
20
Properties=species:S:1:pos:R:3:mulliken_charge:R:1
C 3.45 -0.49 -0.27 0.45
C 1.69 0.84 0.12 0.20
C -3.09 0.41 0.08 -1.14
C 0.85 -1.50 0.59 -1.55
C -1.77 -0.20 -0.48 -0.28
C 0.67 -0.01 0.27 0.62
N 4.03 -1.25 -0.94 -0.42
N -0.71 0.42 0.29 -0.29
O 1.55 2.13 -0.42 -0.50
O 3.02 0.56 0.38 -0.42
H -3.51 0.08 0.96 0.35
H -2.87 1.49 0.03 0.31
H -3.92 0.37 -0.72 0.32
H 0.10 -1.72 1.38 0.40
H 1.84 -1.83 0.97 0.47
H 0.57 -2.09 -0.21 0.35
H -1.68 0.10 -1.57 0.23
H -1.79 -1.23 -0.20 0.29
H -0.79 1.38 0.23 0.28
H 2.38 2.53 -0.48 0.34
```

Results
SMILES string: CCN/C(C)=C(\O)OC#N
frontier orbital gap: 8.7 eV
2S+1: 1
energy relative to the best compared isomer or geometry (same formula, charge and spin): 3.547 eV

***

no.,calculated total energy (eV)
1,-12544.23423
2,-58484.90245
3,-145064.59232
4,-162489.94114
5,-142432.30168
6,-13456.39481